(1)
Computed, not measured: a molecular structure, C22H24ClN4OSTi, with wB97M-V/def2-TZVPD.

```
54
C22H24ClN4OSTi | the Open Molecules 2025 dataset | wB97M-V/def2-TZVPD
Ti 0.1870 0.5443 0.3563
Cl -2.0437 -4.1525 5.2469
C -1.5513 -2.7708 4.3160
C -1.0527 -1.6486 4.9674
C -0.6582 -0.5587 4.2056
C -0.7477 -0.5847 2.8234
O -0.3136 0.5147 2.1373
C -1.2853 -1.7138 2.1416
C -1.5700 -1.7938 0.7395
N -1.2170 -0.7839 -0.1160
C -1.9323 -0.4264 -1.2463
C -2.7542 -1.2336 -2.0004
C -3.5022 -0.7010 -3.0762
C -3.4841 0.6270 -3.3819
C -2.6796 1.5040 -2.6052
C -2.6705 2.9032 -2.7768
C -1.9207 3.7018 -1.9548
C -1.1355 3.0909 -0.9702
N -1.0959 1.7829 -0.7929
C -1.8733 0.9734 -1.5827
C -1.6738 -2.8095 2.9470
H -0.9785 -1.6337 6.0453
H -0.2713 0.3334 4.6794
H -2.2241 -2.5889 0.4008
H -2.8496 -2.2834 -1.7577
H -4.1260 -1.3703 -3.6544
H -4.0840 1.0280 -4.1875
H -3.2835 3.3420 -3.5551
H -1.9217 4.7777 -2.0477
H -0.5208 3.6872 -0.3049
H -2.0932 -3.6890 2.4756
C 1.8004 -1.9210 -0.3356
C 1.7906 -1.1802 -1.6944
N 1.4983 0.2770 -1.5599
C 2.7182 1.1209 -1.6928
C 2.7180 2.3804 -0.8369
S 2.1324 2.1814 0.8614
C 3.2277 0.9608 1.6354
C 3.1815 -0.4668 1.0932
N 1.8215 -0.9729 0.7933
H 2.6560 -2.5999 -0.2943
H 0.8944 -2.5134 -0.2301
H 1.0219 -1.6193 -2.3279
H 2.7416 -1.3014 -2.2149
H 0.8626 0.5279 -2.3106
H 2.8604 1.3995 -2.7397
H 3.5741 0.5064 -1.4309
H 2.0460 3.1356 -1.2508
H 3.7163 2.8196 -0.8401
H 2.9121 0.9851 2.6799
H 4.2533 1.3313 1.6073
H 3.6690 -1.1261 1.8160
H 3.7744 -0.5431 0.1853
H 1.4567 -1.4495 1.6154
```

Output
2S+1 = 3
Total energy = -77681.920 eV
LUMO (alpha / beta) = -0.11686 / -0.11958 Ha
F_max = 0.99 eV Å⁻¹
Orbital gap (alpha / beta) = 5.2 / 7.3 eV
Net charge = +1



(2)
Computed, not measured: 3 unconnected molecules or ions with the total composition C3H15N2O2 in a non-equilibrium geometry, with wB97M-V/def2-TZVPD.

```
22
C3H15N2O2 | the Open Molecules 2025 dataset | wB97M-V/def2-TZVPD
N 0.3990 0.4282 -0.4862
C -0.5704 0.6804 0.6664
C -0.7921 -0.6157 1.4505
N -0.4822 -1.8026 0.6579
C -0.5224 -3.0353 1.4505
H -0.2304 0.1087 -1.2798
H 0.9022 1.2752 -0.7805
H 0.9732 -0.3818 -0.2364
H -0.0966 1.4257 1.3119
H -1.4814 0.9869 0.1524
H -0.1904 -0.6277 2.3521
H -1.8174 -0.6463 1.8139
H -1.2017 -1.8716 -0.0475
H -0.2549 -2.8228 2.4772
H 0.2401 -3.7390 1.1005
H -1.4613 -3.5865 1.3662
H 2.5127 3.2728 -1.2018
H 3.3582 1.9968 -1.1130
O 2.4658 2.3120 -1.3166
H -1.3646 2.4221 -2.8942
H 0.1396 1.9072 -3.0103
O -0.5251 2.3133 -2.4332
```

Output
2S+1 = 2
Total energy = -10426.016 eV
LUMO (alpha / beta) = 0.03017 / 0.02058 Ha
F_max = 1.45 eV Å⁻¹
Orbital gap (alpha / beta) = 3.6 / 9.9 eV



(3)
Computed, not measured: a molecular structure, C15H26IO2P2PbTe in a non-equilibrium geometry, with wB97M-V/def2-TZVPD.

```
48
C15H26IO2P2PbTe | the Open Molecules 2025 dataset | wB97M-V/def2-TZVPD
C 3.8008 1.0466 -4.4712
C 2.9946 0.0980 -3.6677
H 4.3444 0.4456 -5.3287
H 4.4326 1.5886 -3.6874
H 3.0539 1.8683 -4.7468
O 2.8033 -1.1603 -3.7266
I 1.5548 2.9466 -1.0356
Pb 1.6534 -0.0336 -1.9977
P -1.6781 0.8857 -1.6777
C -2.8352 -0.5312 -1.5369
C -2.8828 2.2489 -1.4584
H -3.7682 2.0782 -2.0939
H -2.4758 1.1730 -3.9856
H -2.3948 3.1912 -1.7436
H -0.7440 1.5853 -3.8573
H -3.0327 -0.7784 -0.4899
H -3.1843 2.3130 -0.4052
C -1.5169 0.8747 -3.5314
H -3.7881 -0.2667 -2.0234
H -1.2612 -0.1319 -3.8927
H -2.4061 -1.4058 -2.0418
P 2.3923 -0.0791 1.1965
C 2.1976 -1.6923 2.0647
C 4.1701 -0.2610 0.7247
H 2.9077 1.9520 2.4174
H 3.2380 0.4943 3.4315
H 1.5475 1.0705 3.1701
C 2.5403 0.9592 2.7127
H 4.4635 0.5761 0.0782
H 4.8103 -0.2636 1.6151
H 2.8645 -1.7477 2.9375
H 2.4269 -2.5092 1.3721
H 4.3057 -1.2034 0.1807
H 1.1637 -1.7994 2.4085
C -0.1428 -2.0582 -0.2425
O -0.7539 -2.9131 0.2090
Te -0.5840 1.2564 0.7204
C -1.7696 0.0555 2.0567
C -1.2246 -0.6929 3.1368
C -2.0718 -1.5821 3.8297
C -3.4149 -1.7083 3.4727
C -3.9946 -0.8306 2.5190
C -3.1645 0.1067 1.8652
H -0.1915 -0.5377 3.4517
H -1.6502 -2.2021 4.6302
H -4.0601 -2.4279 3.9689
H -5.0664 -0.8418 2.3089
H -3.6087 0.8443 1.1630
```

Output
Total energy = -59258.174 eV
LUMO (alpha / beta) = -0.46678 / -0.47350 Ha
F_max = 6.95 eV Å⁻¹
Orbital gap (alpha / beta) = 4.9 / 4.8 eV
Net charge = +3